No. 1
This record from OMol25 describes a cluster of 18 separate species, C65H108O40 in total in a non-equilibrium geometry. The level of theory is wB97M-V/def2-TZVPD.

As for the multiplicity: 1. As for the net charge: 0.

```
213
C65H108O40, DFT wB97M-V/def2-TZVPD
C 1.9577 3.5084 0.4200
C 2.7287 3.6558 1.8023
C 3.2005 2.3822 2.5674
O 4.3969 2.8622 3.1196
C 4.8611 3.9188 2.5212
O 5.8700 4.5125 2.9107
O 3.9846 4.2994 1.5525
H 2.5881 3.0035 -0.3119
H 1.7859 4.5104 0.0267
H 0.9934 3.0007 0.4422
H 2.1103 4.2621 2.4641
H 3.4197 1.5807 1.8620
H 2.4455 2.0771 3.2919
C 4.5062 6.2069 -2.8673
C 4.4142 5.0667 -1.8634
C 4.1587 3.7493 -2.6431
O 5.1445 2.9444 -2.0617
C 6.0169 3.6296 -1.3391
O 7.0263 3.1703 -0.7643
O 5.7352 4.9001 -1.3095
H 3.5009 6.4721 -3.1947
H 5.1482 6.1760 -3.7476
H 4.7372 7.0649 -2.2359
H 3.7009 5.2648 -1.0634
H 4.2958 3.8829 -3.7161
H 3.1631 3.3528 -2.4436
C -5.3120 4.2543 2.8656
C -5.3564 3.2038 1.7808
C -6.5548 3.3721 0.7880
O -5.9971 3.3929 -0.5393
C -4.6432 3.4507 -0.3892
O -3.8660 3.4274 -1.3378
O -4.2829 3.4325 0.8758
H -5.3911 5.2816 2.5098
H -4.3624 4.1604 3.3925
H -6.1141 4.2698 3.6034
H -5.1905 2.2278 2.2370
H -7.0898 4.2631 1.1166
H -7.1418 2.4711 0.9665
C -6.2487 -0.2204 -0.9207
C -5.8192 -1.5604 -0.3144
C -5.4783 -1.5307 1.1784
O -6.3461 -2.5762 1.6647
C -7.0097 -3.1693 0.7048
O -7.7795 -4.1119 0.9465
O -6.7590 -2.6071 -0.4583
H -6.6432 -0.3740 -1.9251
H -5.4199 0.4865 -0.9595
H -7.0380 0.2681 -0.3493
H -4.9289 -1.9674 -0.7938
H -5.7248 -0.5462 1.5761
H -4.4042 -1.6273 1.3363
C -4.5165 -5.2519 -2.6004
C -3.4381 -5.2045 -1.5090
C -2.8774 -3.7942 -1.3120
O -2.7665 -3.7191 0.0623
C -3.4361 -4.6554 0.6550
O -3.5252 -4.7122 1.9089
O -3.9129 -5.4521 -0.2055
H -4.0485 -5.0374 -3.5611
H -5.3223 -4.5319 -2.4575
H -4.9482 -6.2317 -2.8049
H -2.5902 -5.8662 -1.6858
H -3.4295 -3.0158 -1.8387
H -1.8846 -3.8293 -1.7604
C 0.7038 -0.1447 0.5373
C -0.4279 0.4690 -0.3216
C -1.2777 -0.5361 -1.1011
O -2.5186 -0.5263 -0.4670
C -2.5512 0.3906 0.5226
O -3.5307 0.4941 1.2190
O -1.4194 1.0743 0.5387
H 1.5719 -0.4311 -0.0565
H 0.3767 -0.8889 1.2634
H 1.0328 0.7192 1.1147
H -0.0182 1.1773 -1.0418
H -0.8441 -1.5314 -1.1988
H -1.5369 -0.2148 -2.1099
C 0.1267 -3.9653 2.7190
C -0.4900 -2.9668 3.7243
C -1.9177 -3.1876 4.1492
O -2.0023 -2.9645 5.5204
C -0.6886 -3.0707 5.9408
O -0.4110 -3.1650 7.1294
O 0.1957 -3.0760 4.8767
H 0.1307 -4.9217 3.2419
H 1.0967 -3.6049 2.3765
H -0.5265 -4.0166 1.8478
H -0.5058 -1.9801 3.2615
H -2.2448 -4.2147 3.9870
H -2.5064 -2.4843 3.5603
C -3.2107 1.9799 5.7183
C -2.6178 1.5899 4.3492
C -1.6973 2.6106 3.6901
O -0.4253 2.1025 3.6434
C -0.4256 0.8859 4.1474
O 0.5656 0.1992 4.3006
O -1.6655 0.5949 4.5577
H -3.7323 2.9362 5.6793
H -2.3716 2.0748 6.4075
H -3.8017 1.1874 6.1773
H -3.3992 1.2556 3.6667
H -1.6960 3.4630 4.3695
H -2.1981 2.8046 2.7416
C 7.2180 -4.0151 -1.0453
C 6.3864 -3.9489 0.2517
C 5.5962 -5.2358 0.5292
O 6.0699 -5.5656 1.8523
C 7.0133 -4.6465 2.3239
O 7.5911 -4.6658 3.3905
O 7.2984 -3.8484 1.3622
H 7.7879 -4.9426 -0.9895
H 7.9102 -3.1766 -1.1220
H 6.5456 -4.0150 -1.9031
H 5.7995 -3.0308 0.2781
H 5.7987 -5.9637 -0.2565
H 4.5185 -5.0756 0.4950
C 7.7347 0.2860 3.2648
C 7.4704 0.8630 1.8371
C 7.9087 -0.0617 0.7000
O 6.7608 -0.1605 -0.0931
C 5.7593 0.3693 0.4651
O 4.6452 0.4065 -0.1089
O 6.1051 1.1058 1.5414
H 7.1763 -0.6359 3.4274
H 7.3732 0.9860 4.0181
H 8.7664 0.0814 3.5509
H 8.1095 1.7399 1.7336
H 8.1205 -1.0609 1.0805
H 8.7003 0.3818 0.0960
C 4.7472 -4.6714 -4.1469
C 3.8453 -3.7450 -3.3665
C 2.3420 -3.6344 -3.8042
O 1.6451 -3.8055 -2.5894
C 2.5091 -4.0377 -1.5831
O 2.2294 -4.1319 -0.3616
O 3.7406 -4.1956 -2.0591
H 4.7517 -4.4739 -5.2189
H 4.4522 -5.7207 -4.1399
H 5.7474 -4.5514 -3.7307
H 4.3514 -2.7904 -3.5105
H 2.2308 -4.2943 -4.6645
H 2.2021 -2.6315 -4.2075
C -1.9703 5.5858 0.1460
C -0.8913 6.0876 1.0776
O 0.2341 6.3792 0.6366
C -1.1761 6.0680 2.5711
H -1.6068 5.6487 -0.8797
H -2.9457 6.0335 0.3366
H -1.9743 4.5066 0.2988
H -1.3271 5.0604 2.9585
H -2.0155 6.7054 2.8490
H -0.2947 6.4743 3.0671
C -0.9647 -2.3674 -4.9710
C -0.9027 -3.8122 -5.3060
O -1.5800 -4.6350 -4.7287
C -0.1476 -4.1398 -6.6096
H -1.4347 -1.7908 -5.7678
H -0.0049 -1.9278 -4.6997
H -1.5053 -2.2173 -4.0365
H -0.3177 -5.2039 -6.7730
H 0.9376 -4.0432 -6.5762
H -0.6240 -3.6088 -7.4337
C -5.4309 -0.5316 -5.5250
C -4.5722 -0.6103 -4.2381
O -4.5087 -1.6409 -3.6455
C -3.8027 0.6420 -3.7434
H -5.5863 0.4629 -5.9431
H -6.3875 -0.9900 -5.2740
H -4.9414 -1.1858 -6.2465
H -3.7543 1.4663 -4.4549
H -2.7516 0.4372 -3.5400
H -4.2804 1.0411 -2.8487
C -0.3016 3.8313 -4.9559
C 0.0654 3.9828 -3.4961
O 1.1629 4.3945 -3.1206
C -1.0858 3.7114 -2.4947
H 0.4976 3.9031 -5.6936
H -0.9654 4.6437 -5.2518
H -0.8578 2.9020 -5.0784
H -0.7435 3.9416 -1.4857
H -1.3190 2.6508 -2.5888
H -1.8777 4.4498 -2.6197
C 3.2022 -0.0634 -3.2003
C 1.8859 0.4223 -3.8383
O 0.8094 0.3219 -3.2662
C 1.9750 1.1649 -5.1690
H 3.6555 0.8728 -2.8747
H 3.7633 -0.6423 -3.9339
H 3.0377 -0.6778 -2.3152
H 0.9975 1.3460 -5.6160
H 2.4989 0.5593 -5.9085
H 2.4360 2.1512 -5.1162
C 3.0314 -1.1391 2.4379
C 4.0236 -1.3342 3.5526
O 5.1293 -1.9339 3.5117
C 3.7230 -0.6928 4.8270
H 2.0505 -0.7896 2.7603
H 3.0097 -1.9160 1.6737
H 3.3528 -0.2759 1.8550
H 4.1831 0.2897 4.7222
H 4.3188 -1.2479 5.5517
H 2.6737 -0.5333 5.0752
C -8.2066 -0.8351 4.0044
C -7.0873 0.2302 3.9297
O -7.2396 1.3220 3.4797
C -5.7729 -0.2199 4.4652
H -8.1427 -1.4973 4.8678
H -8.1640 -1.4178 3.0842
H -9.1814 -0.3527 3.9329
H -5.7427 -0.1832 5.5541
H -5.1293 0.5660 4.0699
H -5.5312 -1.2265 4.1242
```



No. 2
This record from OMol25 describes a structure of composition H26HeO13 in a non-equilibrium geometry. The level of theory is wB97M-V/def2-TZVPD.

The energy relative to the best compared isomer or geometry (same formula, charge and spin) is 100.2 kJ/mol. As for the multiplicity: 1. As for the net charge: 0.

```
40
H26HeO13, DFT wB97M-V/def2-TZVPD
He 0.0624 0.0303 -0.4483
O -2.9050 -0.2451 -1.3856
H -2.2371 -0.6813 -1.9147
H -2.6875 0.6852 -1.4439
O 0.5517 1.2076 1.7260
H 0.1974 1.3402 2.6052
H 1.5002 1.1777 1.8515
O 2.1302 2.3449 -2.3595
H 1.8174 1.5165 -2.7230
H 1.5349 2.5280 -1.6326
O -2.3928 2.9636 -1.3808
H -2.8030 3.7218 -0.9648
H -1.4674 3.0325 -1.1462
O 3.2529 1.2231 2.1778
H 3.6345 0.8479 2.9714
H 3.4471 0.5836 1.4926
O 3.4990 -1.1061 0.0860
H 4.3736 -1.3698 0.3717
H 2.9206 -1.7919 0.4196
O 1.2855 -0.1769 -3.2218
H 2.1706 -0.3708 -2.9134
H 0.7427 -0.8690 -2.8441
O 1.6148 -3.1618 0.8893
H 0.9453 -2.6190 1.3056
H 1.1532 -3.6116 0.1816
O 0.4113 2.9883 -0.3324
H 0.0608 3.7294 0.1617
H 0.5250 2.2972 0.3200
O -3.9355 0.0941 1.3335
H -3.6291 0.2096 0.4340
H -4.1888 0.9730 1.6155
O -2.8969 -2.5252 1.6326
H -3.2181 -1.7031 1.2622
H -1.9532 -2.3945 1.7247
O -0.3489 -1.5852 2.2620
H -0.1312 -0.6670 2.1016
H -0.3756 -1.6624 3.2157
O -0.8537 -1.9391 -2.3880
H -0.3880 -2.6764 -1.9933
H -1.4190 -2.3386 -3.0492
```



No. 3
This record from OMol25 describes a cluster of 2 separate species, C2H2BrF in total in a non-equilibrium geometry. The level of theory is wB97M-V/def2-TZVPD.

The energy relative to the best compared isomer or geometry (same formula, charge and spin) is 572.9 kJ/mol. As for the multiplicity: 1. As for the net charge: 0.

```
6
C2H2BrF, DFT wB97M-V/def2-TZVPD
C -0.1546 0.3282 1.2239
C 0.2992 0.0823 -1.0483
F 1.5689 0.0715 -1.3861
Br -0.5606 -1.4007 -1.8753
H -1.1618 -0.1964 1.2078
H 0.0089 1.1151 1.8780
```



No. 4
This record from OMol25 describes a cluster of 2 separate species, CH4Cl2Si in total in a non-equilibrium geometry. The level of theory is wB97M-V/def2-TZVPD.

The energy relative to the best compared isomer or geometry (same formula, charge and spin) is 444.3 kJ/mol. As for the multiplicity: 1. As for the net charge: 0.

```
8
CH4Cl2Si, DFT wB97M-V/def2-TZVPD
C 1.5725 1.3937 -0.1888
Si -1.3386 -0.8845 0.2313
Cl -0.6687 -2.2392 1.5315
Cl -1.3495 -1.8931 -1.6398
H 1.0253 1.2738 -1.0495
H 1.1148 1.9532 0.6544
H 2.1523 0.5443 0.1478
H -2.5080 -0.1482 0.3130
```



Electronic energy for the records above, in order: -151056.0517 -27119.6318 -74859.2170 -34022.8842 eV